[1]
ORCA calculation (ωB97M-V/def2-TZVPD) on C4H7N as an isolated structure at a distorted geometry.

XYZ file:
```
12
Properties=species:S:1:pos:R:3:lowdin_charge:R:1
C 2.0519 -0.1844 -0.3815 -0.047
H 2.8058 0.5082 -0.7173 0.013
C -0.3757 -0.0714 0.1013 -0.407
H -2.0735 0.8421 -0.6479 0.087
H -1.5448 -0.5940 -1.6121 0.079
H -2.4080 -0.7842 -0.0560 0.085
C -1.6901 -0.1725 -0.6163 -0.018
H 0.5219 -0.4033 2.0539 0.076
H -0.0502 1.3401 1.6999 0.050
N 0.7416 0.3874 -0.3856 0.064
H 2.0470 -1.1641 -0.8680 0.027
C -0.0261 0.2961 1.4297 -0.010
```

Summary:
Largest force on an atom (Eh/bohr): 0.0817
Relative energy (zero: lowest compared OMol25 entry of this formula, charge and spin) (kJ/mol): 580.1
Gap between HOMO and LUMO (eV): 6.1
Molar mass (g/mol): 69.11
Total charge: 0
Lowest unoccupied orbital energy (eV): -0.2
DFT total energy (hartree): -211.1397

***

[2]
ORCA calculation (ωB97M-V/def2-TZVPD) on C4H7N as an isolated structure at a distorted geometry.

XYZ file:
```
12
Properties=species:S:1:pos:R:3:lowdin_charge:R:1
H -1.9019 -0.1064 1.2803 0.044
C 1.7714 0.1238 -0.0543 -0.116
C 2.8597 -0.3597 0.1335 0.082
N -0.6328 -0.2925 -0.4689 -0.251
C -1.9209 -0.3208 0.1965 -0.158
H 3.8955 -0.7191 0.0696 0.042
H -0.0905 1.2709 0.8689 0.175
C 0.3485 0.6853 -0.1547 -0.305
H 0.2979 1.2297 -0.9619 0.035
H -2.3182 0.9793 -0.2018 0.170
H -2.4759 -1.1836 -0.1169 0.051
H 0.1673 -1.3069 -0.5903 0.232
```

Summary:
Largest force on an atom (Eh/bohr): 0.1407
Relative energy (zero: lowest compared OMol25 entry of this formula, charge and spin) (kJ/mol): 560.8
Gap between HOMO and LUMO (eV): 9.4
Molar mass (g/mol): 69.11
Total charge: 0
Lowest unoccupied orbital energy (eV): 1.0
DFT total energy (hartree): -211.1471